Below is the molecule C21H17FN2O2S, with properties calculated with the ωB97M-V functional and the def2-TZVPD basis.

Last column: natural (NBO) charge in e.
Cartesian coordinates (Å):
C  3.56290  -0.26095  -1.32554  -0.612
C  3.48232  0.86918  -0.27795  -0.211
N  3.31905  0.23431  1.07926  -0.468
C  2.09319  0.00714  1.66864  0.638
O  2.09901  -0.69178  2.64210  -0.571
C  0.82375  0.62928  1.28358  -0.248
C  0.52720  1.92686  1.28842  -0.195
C  -0.86326  2.10536  0.90334  -0.155
C  -1.62687  3.34959  0.83188  0.630
O  -1.13808  4.42188  1.02604  -0.623
N  -2.87860  3.47607  0.44622  -0.565
C  -3.64054  2.35457  0.04312  0.157
C  -4.87823  2.59149  -0.31973  -0.237
C  -5.67251  1.47040  -0.76386  -0.166
C  -5.02502  0.19460  -0.78539  -0.043
C  -5.81974  -1.01171  -1.30800  -0.623
C  -3.72255  0.02054  -0.35637  -0.162
C  -2.98687  1.11480  0.18779  -0.090
C  -1.55499  0.97757  0.60972  -0.165
S  -0.51451  -0.36718  0.69449  0.476
C  4.46771  -0.28482  1.61708  0.143
C  4.80494  -1.67840  1.73453  -0.163
C  6.02193  -2.03278  2.30734  -0.273
C  6.90762  -1.16649  2.82948  0.380
F  8.17956  -1.59560  3.18152  -0.334
C  6.61779  0.15727  2.88670  -0.262
C  5.41756  0.59597  2.18287  -0.188
H  3.39363  0.25449  -2.33046  0.214
H  4.58386  -0.71856  -1.25790  0.213
H  2.80887  -0.93177  -1.08099  0.204
H  4.38250  1.48058  -0.43621  0.207
H  2.62864  1.48147  -0.57731  0.216
H  1.11218  2.78585  1.59936  0.260
H  -3.39821  4.27663  0.85717  0.422
H  -5.40799  3.49731  -0.20778  0.219
H  -6.62591  1.77603  -1.14719  0.219
H  -5.35904  -1.66726  -2.01270  0.216
H  -6.15668  -1.56708  -0.54976  0.212
H  -6.66211  -0.73506  -1.86286  0.214
H  -3.37183  -1.05704  -0.38329  0.221
H  4.20318  -2.36577  1.24119  0.217
H  6.35216  -3.06832  2.24654  0.229
H  7.40539  0.82810  3.16233  0.232
H  5.39241  1.60705  1.71637  0.215

Atomic forces in eV per Å
2.0 2.4 -0.9
-0.4 -1.0 -0.6
-1.6 2.4 -3.3
1.7 -0.3 0.5
-0.7 -1.4 1.6
-0.1 -0.6 -1.7
-2.0 1.5 -0.2
-0.4 0.3 0.3
2.0 1.1 0.0
3.2 2.7 1.6
-4.1 -2.0 -0.3
4.6 1.1 2.7
-4.8 -3.4 -1.7
3.2 0.8 0.7
-2.1 0.4 -1.3
1.7 2.3 -1.7
0.5 -0.4 1.0
-0.3 -2.6 -1.9
-1.1 0.8 -0.6
0.5 -0.5 0.6
3.3 -1.8 2.9
0.8 3.1 0.4
-1.0 -2.6 -1.1
1.5 0.6 0.8
-1.5 0.3 -0.1
-1.7 1.3 -2.1
1.3 -0.1 -0.6
0.3 -1.2 1.1
-1.0 0.1 -0.4
-1.3 -1.5 -0.1
-0.2 0.0 1.0
-0.1 0.0 0.7
0.2 -0.4 -0.1
1.0 -0.7 -0.9
0.1 1.2 -0.1
-0.6 -0.9 -0.1
1.2 -0.4 -0.3
-1.2 -2.3 3.1
-1.5 1.0 -0.6
0.0 1.6 0.1
-1.0 -1.4 -0.5
-0.2 0.0 0.1
0.0 0.5 0.2
-0.2 -0.3 1.4

Summary:
structure (SMILES) = CCN(C(=O)c1cc2c(=O)[nH]c3ccc(C)cc3c2s1)c1ccc(F)cc1
orbital gap = 8.30 eV
spin multiplicity = 1



Below is C21H17I2IrN3O2S as an isolated structure, with properties calculated with the ωB97M-V functional and the def2-TZVPD basis.

Last column: natural (NBO) charge in e.
Cartesian coordinates (Å):
Ir  -0.45427  -0.25284  -1.39676  1.069
O  -1.01974  -1.02748  2.53289  -0.909
S  -0.21621  -1.33965  1.39187  2.313
O  -0.83370  -2.07902  0.29908  -0.984
N  0.26279  -0.00186  0.57690  -0.868
C  0.65048  1.20806  1.07251  0.138
C  1.02240  1.49008  2.37365  -0.234
C  1.44475  2.78117  2.71982  -0.164
C  1.50268  3.78798  1.79432  -0.204
C  1.10959  3.54231  0.46230  -0.088
C  1.10387  4.52818  -0.54600  -0.088
C  0.67631  4.20074  -1.80371  -0.263
C  0.25527  2.89042  -2.06476  0.080
N  0.24414  1.94513  -1.14930  -0.446
C  0.67298  2.24682  0.10500  0.197
C  1.26768  -2.15935  1.87168  -0.282
C  1.69510  -2.09686  3.18798  -0.207
C  2.91048  -2.67622  3.51810  -0.201
C  3.66895  -3.30304  2.53918  -0.173
C  3.21800  -3.37248  1.22630  -0.192
C  2.00742  -2.79546  0.88450  -0.208
H  0.97477  0.70840  3.11773  0.233
H  1.72718  2.97848  3.74533  0.232
H  1.83980  4.77806  2.07130  0.227
H  1.43649  5.53128  -0.31092  0.235
H  0.64625  4.92506  -2.60496  0.241
H  -0.08120  2.62066  -3.05552  0.205
H  1.06854  -1.61968  3.93065  0.244
H  3.26423  -2.64626  4.53958  0.231
H  4.61842  -3.75060  2.80163  0.229
H  3.80679  -3.88334  0.47653  0.227
H  1.61355  -2.84617  -0.12310  0.227
I  -0.16359  -2.90217  -3.04356  0.197
C  1.02844  -1.17583  -2.65234  -0.663
H  1.23048  -0.68069  -3.59446  0.212
H  1.93222  -1.48847  -2.14128  0.216
I  -1.77225  0.66689  -4.09075  0.268
C  -3.22705  -0.17515  -2.82409  0.107
C  -4.55064  -0.28452  -3.18551  -0.268
C  -5.40746  -0.88004  -2.26697  -0.118
C  -4.90148  -1.34045  -1.06208  -0.236
C  -3.55237  -1.18343  -0.79528  0.075
N  -2.72619  -0.59240  -1.66680  -0.595
H  -4.89536  0.07277  -4.14426  0.250
H  -6.45843  -0.98555  -2.50032  0.243
H  -5.53929  -1.82108  -0.33475  0.247
H  -3.10084  -1.54240  0.11863  0.245

Atomic forces in eV per Å
2.7 2.4 0.1
0.3 0.0 0.2
0.1 0.4 -0.2
0.0 -0.7 0.2
-1.1 -2.0 -1.7
0.3 0.7 0.3
-0.2 -0.3 -0.4
0.0 0.2 0.0
0.1 0.0 0.2
-0.1 -0.2 -0.1
0.0 -0.1 -0.1
0.0 0.1 0.1
0.0 -0.1 -0.1
-0.4 -1.3 -0.9
0.1 0.0 0.5
-0.2 0.1 0.0
-0.1 0.0 0.0
0.1 0.0 0.0
0.0 0.0 0.0
0.0 0.0 0.0
0.0 0.0 0.0
0.0 0.0 0.1
0.0 0.0 0.0
0.0 0.0 0.0
0.0 0.0 0.0
0.0 0.0 0.0
0.0 0.0 0.1
0.1 0.0 0.0
0.0 0.0 0.0
0.0 0.0 0.0
0.0 0.0 0.0
0.1 0.0 0.0
0.2 0.3 0.1
-0.9 0.5 1.4
0.0 0.2 0.1
0.0 0.1 0.0
-0.3 -0.4 0.1
0.2 0.1 0.1
0.0 0.0 0.0
0.0 0.0 0.0
0.0 0.0 0.0
-0.1 0.0 0.0
-0.8 0.1 0.3
0.0 0.0 0.0
0.0 0.0 0.0
0.0 0.0 0.0
0.0 0.0 0.0

Summary:
total charge = +1
orbital gap (alpha / beta) = 6.48 / 6.52 eV
spin multiplicity = 1



Below is C21H17MnN7O5 as an isolated structure, with properties calculated with the ωB97M-V functional and the def2-TZVPD basis.

Last column: natural (NBO) charge in e.
Cartesian coordinates (Å):
Mn  -0.53878  -1.16691  0.66439  1.630
O  -2.53588  -0.98240  0.81263  -0.785
C  -3.37887  -0.10854  0.37181  0.402
C  -4.71540  -0.50007  0.10426  -0.251
C  -5.65807  0.39815  -0.33516  -0.200
C  -5.33624  1.74639  -0.53645  -0.306
C  -4.04496  2.15366  -0.28403  -0.147
C  -3.05929  1.26344  0.16134  -0.232
C  -1.72744  1.78060  0.37677  0.146
N  -0.72341  1.06319  0.70730  -0.385
N  0.49458  1.72695  0.79228  -0.462
C  1.44143  0.84482  0.96748  0.545
O  1.27697  -0.43025  1.04835  -0.769
C  2.84337  1.35119  1.06024  -0.028
C  3.11875  2.71567  1.11051  -0.192
C  4.42854  3.16137  1.17611  -0.228
C  5.47692  2.24950  1.19381  -0.217
C  5.20626  0.88981  1.15011  -0.224
C  3.89469  0.44196  1.08548  -0.192
H  -4.96038  -1.54224  0.26529  0.211
H  -6.66844  0.05479  -0.52804  0.198
H  -6.08237  2.44917  -0.88256  0.199
H  -3.76566  3.19207  -0.43337  0.195
H  -1.56618  2.84971  0.21633  0.166
H  2.29267  3.41374  1.10447  0.230
H  4.63439  4.22389  1.21723  0.204
H  6.50065  2.59932  1.24634  0.203
H  6.01902  0.17438  1.17031  0.205
H  3.66270  -0.61382  1.05825  0.236
C  1.93391  0.07581  -3.72385  -0.682
C  0.83127  0.00051  -2.71169  0.177
N  0.44042  0.96655  -1.98649  -0.103
O  1.16341  2.13412  -2.15765  -0.583
C  0.17862  -1.29595  -2.42330  0.162
C  0.12592  -2.39921  -3.43256  -0.664
N  -0.27310  -1.48693  -1.24140  -0.076
O  -0.76469  -2.60742  -0.79729  -0.519
H  2.68575  0.78588  -3.38433  0.250
H  1.55413  0.42961  -4.68498  0.227
H  2.39442  -0.89888  -3.87649  0.217
H  0.95218  2.59101  -1.32466  0.499
H  0.08899  -1.99874  -4.44498  0.215
H  -0.75177  -3.01584  -3.24723  0.250
H  1.00421  -3.04520  -3.35017  0.226
O  -0.38675  -2.14755  2.35216  -0.570
N  -1.29054  -3.06158  2.50015  0.072
C  -1.26954  -3.66964  3.64927  -0.150
C  -2.23353  -4.70335  3.87952  0.289
N  -2.98720  -5.54295  4.10146  -0.337
C  -0.32870  -3.36696  4.69263  0.272
N  0.40302  -3.14285  5.55037  -0.320

Atomic forces in eV per Å
0.0 -0.1 0.1
0.1 0.0 -0.1
-0.1 0.0 0.1
0.0 0.0 0.0
0.0 0.0 0.0
0.0 0.0 0.0
0.0 0.0 0.0
0.1 0.0 0.0
0.0 0.0 0.0
0.0 0.1 0.0
0.0 -0.1 0.0
0.0 0.1 0.0
0.0 -0.1 -0.1
0.0 0.0 0.0
0.0 0.0 0.0
0.0 0.0 0.0
0.0 0.0 0.0
0.0 0.0 0.0
0.0 0.0 0.0
0.0 0.0 0.0
0.0 0.0 0.0
0.0 0.0 0.0
0.0 0.0 0.0
0.0 0.0 0.0
0.0 0.0 0.0
0.0 0.0 0.0
0.0 0.0 0.0
0.0 0.0 0.0
0.0 0.0 0.0
0.0 0.0 0.0
0.0 0.0 0.1
0.0 0.0 0.0
0.0 0.0 0.0
0.0 0.0 -0.1
0.0 0.0 0.0
0.1 0.0 0.0
0.1 0.0 0.0
0.0 0.0 0.0
0.0 0.0 0.0
0.0 0.0 0.0
0.0 0.0 0.0
0.0 0.0 0.0
0.0 0.0 0.0
0.0 0.0 0.0
-0.1 0.2 -0.1
0.0 0.0 0.1
0.0 0.0 0.0
0.0 0.0 0.0
0.0 0.0 0.0
0.0 0.1 0.0
0.0 0.0 0.0

Summary:
expectation value of S² = 6.097
total charge = -1
orbital gap (alpha / beta) = 6.56 / 7.48 eV
spin multiplicity = 5



In order of appearance, energy relative to the best compared isomer or geometry (same formula, charge and spin) = 2.5238; 1.6204; 0.0485 eV.